1.
{"formula": "C34H41Ge2NO6S3Zr", "method": "ωB97M-V with the def2-TZVPD basis set", "elements": ["Zr", "O", "S", "O", "O", "C", "C", "C", "C", "C", "C", "S", "O", "O", "O", "H", "H", "H", "H", "C", "C", "Ge", "C", "C", "C", "C", "Ge", "C", "C", "C", "C", "C", "C", "C", "C", "C", "C", "H", "H", "H", "H", "H", "H", "H", "H", "H", "H", "H", "H", "H", "H", "H", "H", "H", "H", "H", "H", "H", "H", "H", "H", "H", "H", "N", "S", "C", "C", "C", "C", "C", "C", "C", "C", "C", "C", "C", "C", "H", "H", "H", "H", "H", "H", "H", "H", "H", "H", "H"], "coordinates": [[11.69, 16.08, 9.54], [15.61, 15.77, 9.70], [14.38, 16.46, 9.70], [13.47, 16.22, 10.86], [13.43, 16.02, 8.53], [14.57, 18.24, 9.67], [15.87, 18.68, 9.88], [16.14, 20.03, 9.97], [15.07, 20.95, 9.68], [13.81, 20.46, 9.33], [13.47, 19.13, 9.50], [11.74, 18.91, 9.37], [11.40, 18.05, 10.59], [11.07, 20.13, 9.34], [11.43, 17.90, 8.28], [16.63, 17.94, 9.90], [17.20, 20.39, 10.16], [15.35, 21.94, 9.65], [13.04, 21.16, 9.10], [8.23, 16.76, 9.10], [8.11, 15.22, 8.97], [9.10, 14.37, 7.47], [8.87, 15.15, 5.76], [7.45, 14.67, 5.28], [9.10, 12.47, 7.76], [10.30, 11.82, 7.81], [11.84, 13.00, 7.78], [12.20, 13.81, 6.11], [12.06, 12.78, 5.01], [13.21, 12.53, 9.04], [14.50, 11.91, 8.43], [10.57, 10.41, 8.21], [9.89, 9.81, 9.31], [10.15, 8.45, 9.56], [10.86, 7.63, 8.72], [11.49, 8.24, 7.67], [11.33, 9.61, 7.40], [7.54, 17.30, 8.49], [9.25, 17.13, 8.83], [7.99, 17.09, 10.13], [7.06, 14.83, 8.99], [8.43, 14.77, 9.92], [9.59, 14.84, 5.05], [9.00, 16.26, 5.90], [7.37, 13.62, 5.09], [7.31, 15.18, 4.36], [6.70, 14.98, 6.02], [8.16, 11.91, 7.97], [13.18, 14.28, 6.08], [11.52, 14.68, 6.01], [11.13, 12.28, 5.10], [12.80, 12.01, 5.16], [12.24, 13.25, 3.98], [12.76, 11.85, 9.65], [13.44, 13.48, 9.54], [14.24, 11.07, 7.78], [15.16, 11.57, 9.17], [15.09, 12.59, 7.76], [9.08, 10.33, 9.91], [9.71, 7.96, 10.42], [11.00, 6.57, 8.82], [12.04, 7.60, 6.95], [11.70, 10.18, 6.48], [10.83, 14.47, 8.66], [11.47, 14.86, 11.91], [12.10, 15.52, 13.44], [12.59, 16.85, 13.54], [13.04, 17.29, 14.79], [12.83, 16.47, 15.86], [12.30, 15.16, 15.80], [11.96, 14.71, 14.53], [9.69, 14.40, 12.17], [9.25, 13.14, 12.01], [7.84, 12.90, 12.15], [6.97, 13.91, 12.30], [7.48, 15.22, 12.52], [8.85, 15.48, 12.47], [10.35, 14.01, 9.42], [12.60, 17.42, 12.58], [13.46, 18.24, 14.96], [13.06, 16.80, 16.86], [12.33, 14.46, 16.59], [11.49, 13.65, 14.47], [9.84, 12.30, 11.92], [7.60, 11.79, 12.01], [6.01, 13.74, 12.56], [6.74, 15.96, 12.82], [9.26, 16.44, 12.70]], "total_charge": 2, "fmax_ev_per_a": 4.6, "orbital_gap_ha": 0.2718, "homo_energy_ev": -13.619, "relative_energy_kj_mol": 0.0}

2.
{"formula": "C34H41IN7O5ReS4", "method": "ωB97M-V with the def2-TZVPD basis set", "elements": ["Re", "N", "C", "C", "C", "C", "C", "C", "S", "O", "O", "N", "C", "S", "C", "C", "N", "H", "H", "H", "H", "H", "H", "H", "H", "O", "S", "C", "C", "C", "C", "H", "H", "H", "H", "H", "H", "H", "H", "O", "S", "C", "C", "C", "C", "C", "C", "C", "C", "C", "C", "C", "C", "H", "H", "H", "H", "H", "H", "H", "H", "H", "H", "C", "N", "C", "C", "C", "N", "C", "C", "O", "H", "H", "H", "H", "H", "H", "H", "H", "H", "H", "H", "H", "I", "C", "C", "N", "N", "C", "H", "H", "H"], "coordinates": [[0.47, -0.18, 0.89], [-3.34, 5.71, -3.80], [-2.50, 4.74, -3.36], [-1.17, 5.06, -3.01], [-0.30, 4.08, -2.60], [-0.74, 2.76, -2.50], [-2.06, 2.42, -2.83], [-2.93, 3.41, -3.25], [0.34, 1.53, -1.99], [1.70, 1.91, -2.27], [-0.16, 0.25, -2.40], [0.15, 1.47, -0.32], [0.73, 2.35, 0.55], [1.24, 3.98, 0.51], [1.74, 3.84, 2.16], [1.50, 2.60, 2.64], [0.93, 1.75, 1.71], [-3.03, 6.65, -3.94], [-4.26, 5.48, -4.13], [-0.83, 6.09, -3.09], [0.73, 4.32, -2.39], [-2.38, 1.39, -2.78], [-3.94, 3.15, -3.53], [2.16, 4.68, 2.68], [1.71, 2.26, 3.64], [-1.54, 0.06, 1.23], [-2.19, 1.22, 2.07], [-2.41, 2.64, 0.97], [-3.87, 3.06, 1.16], [-4.66, 1.76, 1.10], [-3.95, 0.79, 2.05], [-2.22, 2.26, -0.03], [-1.68, 3.41, 1.22], [-4.16, 3.77, 0.39], [-4.01, 3.54, 2.13], [-4.65, 1.36, 0.08], [-5.70, 1.90, 1.39], [-3.99, -0.26, 1.74], [-4.32, 0.88, 3.07], [0.23, -1.97, -0.09], [0.35, -3.07, -1.14], [-0.90, -2.63, -2.35], [-0.78, -3.04, -3.66], [-1.84, -2.80, -4.53], [-3.00, -2.19, -4.07], [-3.10, -1.79, -2.74], [-2.04, -2.00, -1.87], [1.86, -2.94, -2.02], [2.60, -1.76, -2.08], [3.79, -1.76, -2.79], [4.22, -2.92, -3.43], [3.48, -4.10, -3.35], [2.31, -4.12, -2.62], [0.12, -3.53, -4.03], [-1.75, -3.09, -5.57], [-3.82, -2.02, -4.76], [-4.00, -1.31, -2.39], [-2.08, -1.64, -0.85], [2.25, -0.86, -1.61], [4.37, -0.85, -2.86], [5.14, -2.91, -4.00], [3.83, -5.00, -3.84], [1.75, -5.04, -2.50], [1.34, -0.92, 4.27], [2.63, -0.49, 3.76], [3.60, 0.00, 4.77], [4.99, -0.49, 4.42], [5.32, -0.02, 3.03], [4.24, -0.38, 2.09], [4.64, -0.48, 0.68], [3.00, -0.61, 2.49], [2.12, -0.98, 1.59], [1.49, -1.66, 5.06], [0.74, -1.38, 3.49], [0.79, -0.08, 4.69], [3.28, -0.37, 5.74], [3.57, 1.09, 4.80], [5.01, -1.58, 4.46], [5.72, -0.11, 5.13], [6.24, -0.47, 2.67], [5.45, 1.07, 3.00], [5.43, -1.22, 0.59], [5.03, 0.48, 0.34], [3.81, -0.77, 0.06], [-3.78, -5.75, -0.25], [-3.23, -4.50, 1.18], [-4.06, -3.94, 2.18], [-3.26, -3.16, 2.87], [-1.95, -3.16, 2.43], [-1.91, -3.97, 1.42], [-5.11, -4.08, 2.40], [-3.50, -2.65, 3.71], [-0.99, -4.18, 0.90]], "total_charge": 3, "fmax_ev_per_a": 1.2, "orbital_gap_ha": [0.2507, 0.0992], "homo_energy_ev": [-14.149, -14.149], "relative_energy_kj_mol": 275.6, "spin_multiplicity": 2}

3.
{"formula": "C34H42CaNO4", "method": "ωB97M-V with the def2-TZVPD basis set", "elements": ["O", "C", "C", "H", "H", "C", "H", "H", "C", "H", "H", "H", "C", "H", "H", "H", "Ca", "C", "C", "C", "H", "C", "C", "H", "H", "H", "H", "C", "C", "C", "H", "C", "C", "H", "H", "H", "H", "O", "C", "C", "H", "H", "C", "H", "H", "C", "H", "H", "H", "H", "C", "C", "C", "C", "C", "C", "N", "C", "C", "C", "C", "C", "C", "C", "O", "O", "C", "C", "H", "H", "H", "H", "H", "H", "H", "H", "H", "H", "H", "H", "H", "H"], "coordinates": [[0.02, -0.28, -5.76], [0.13, 0.94, -6.62], [-0.09, 0.27, -7.95], [1.13, 1.38, -6.51], [-0.67, 1.67, -6.41], [-0.04, -0.97, -7.05], [0.75, 0.34, -8.65], [-1.07, 0.51, -8.40], [1.21, -1.74, -7.39], [2.12, -1.14, -7.27], [1.11, -2.11, -8.42], [1.33, -2.62, -6.76], [-1.28, -1.80, -7.27], [-2.17, -1.19, -7.13], [-1.30, -2.68, -6.62], [-1.24, -2.14, -8.31], [-0.75, -0.42, -0.40], [-3.10, -0.87, 1.21], [-2.99, 0.54, 1.21], [-3.15, 1.01, -0.11], [-2.93, 1.17, 2.10], [-3.39, -0.13, -0.94], [-3.35, -1.29, -0.12], [-3.58, -2.30, -0.42], [-3.08, -1.50, 2.09], [-3.19, 2.05, -0.41], [-3.67, -0.10, -1.99], [0.29, -2.53, 1.12], [-0.30, -3.08, -0.05], [0.44, -2.62, -1.17], [-1.13, -3.79, -0.07], [1.50, -1.79, -0.69], [1.39, -1.73, 0.72], [2.07, -1.22, 1.40], [0.01, -2.75, 2.14], [0.26, -2.89, -2.21], [2.26, -1.31, -1.29], [0.44, 2.40, -4.44], [-0.55, 1.58, -3.75], [-1.70, 2.49, -3.34], [-0.08, 1.04, -2.89], [-0.91, 0.80, -4.42], [-1.09, 3.94, -3.34], [-2.15, 2.14, -2.38], [-2.44, 2.42, -4.16], [0.36, 3.73, -3.85], [-1.15, 4.42, -2.35], [-1.63, 4.55, -4.09], [1.07, 3.82, -3.01], [0.70, 4.44, -4.63], [4.48, 0.53, 6.09], [3.59, -0.53, 5.49], [4.19, -1.60, 4.82], [3.43, -2.63, 4.26], [2.04, -2.56, 4.34], [1.42, -1.43, 4.89], [0.04, -1.33, 4.74], [-0.79, -0.19, 4.76], [-1.87, -0.08, 5.66], [-2.47, 1.17, 5.88], [-2.05, 2.28, 5.15], [-1.08, 2.13, 4.16], [-0.53, 0.89, 3.90], [0.36, 0.68, 2.69], [1.59, 0.75, 2.85], [-0.26, 0.43, 1.59], [2.19, -0.48, 5.60], [1.53, 0.55, 6.47], [4.19, 1.54, 5.77], [4.48, 0.51, 7.19], [5.51, 0.36, 5.77], [5.28, -1.62, 4.78], [3.91, -3.47, 3.76], [1.42, -3.37, 3.94], [-0.45, -2.21, 4.65], [-2.15, -0.96, 6.25], [-3.23, 1.26, 6.65], [-2.53, 3.26, 5.30], [-0.75, 2.97, 3.53], [1.27, 1.45, 5.89], [0.62, 0.17, 6.94], [2.21, 0.87, 7.27]], "total_charge": -1, "fmax_ev_per_a": 3.0, "orbital_gap_ha": 0.2371, "homo_energy_ev": -4.235, "relative_energy_kj_mol": 6.8}